Entry 1:
71
Properties=species:S:1:pos:R:3 method="wB97M-V/def2-TZVPD" homo_lumo_gap_ha="0.15956 / 0.13692" de_lowest_kcal_mol=45.3 s_squared=6.045 multiplicity=5
Rh 0.53 0.21 -3.08
C -5.53 -1.48 9.00
O -5.21 -0.22 8.42
C -4.57 -0.24 7.23
C -4.19 -1.40 6.56
C -3.53 -1.31 5.34
C -3.23 -0.09 4.78
C -3.61 1.07 5.46
C -4.27 1.00 6.67
C -2.53 -0.05 3.48
N -2.14 -1.10 2.80
C -1.55 -0.60 1.66
C -1.58 0.76 1.65
N -2.21 1.11 2.83
C -1.03 1.58 0.60
C -0.94 2.95 0.58
C -0.34 3.59 -0.51
C 0.12 2.83 -1.56
N 0.05 1.49 -1.58
C -0.50 0.84 -0.50
C -0.47 -0.56 -0.51
N 0.08 -1.17 -1.63
C 0.29 -2.50 -1.59
C -0.11 -3.30 -0.55
C -0.79 -2.71 0.55
C -0.95 -1.35 0.58
H -6.04 -1.26 9.93
H -4.63 -2.05 9.21
H -6.19 -2.06 8.36
H -4.42 -2.38 6.97
H -3.24 -2.21 4.81
H -3.40 2.05 5.05
H -4.57 1.89 7.20
H -2.39 2.04 3.15
H -1.31 3.54 1.41
H -0.22 4.66 -0.54
H 0.59 3.30 -2.41
H 0.84 -2.90 -2.43
H 0.10 -4.36 -0.57
H -1.15 -3.30 1.38
Se 3.99 -1.85 -5.37
Te 4.11 0.50 -5.78
Te 1.67 1.20 -6.80
Se 0.28 1.79 -4.84
N -0.73 -5.12 -6.61
C -0.39 -4.30 -5.62
N -0.50 -4.75 -4.36
N 0.03 -3.10 -5.95
C 0.40 -2.18 -5.09
N 0.75 -1.27 -4.48
H -0.94 -6.09 -6.46
H -0.57 -4.80 -7.55
H -0.88 -5.65 -4.16
H -0.36 -4.11 -3.59
N 2.71 0.06 -2.22
C 3.55 1.25 -2.04
C 3.39 2.34 -2.88
C 4.21 3.45 -2.75
C 5.19 3.48 -1.76
C 5.32 2.39 -0.90
C 4.51 1.28 -1.04
S 6.18 4.96 -1.54
O 7.48 4.45 -1.12
O 6.17 5.59 -2.85
O 5.46 5.69 -0.51
H 3.07 -0.51 -2.98
H 2.73 -0.51 -1.39
H 2.60 2.32 -3.62
H 4.11 4.31 -3.40
H 6.09 2.43 -0.13
H 4.62 0.43 -0.38

Entry 2:
65
Properties=species:S:1:pos:R:3 method="wB97M-V/def2-TZVPD" homo_lumo_gap_ha="0.23968 / 0.16353" total_charge=-1 de_lowest_kcal_mol=0.0 s_squared=0.775 multiplicity=2
Na 9.91 16.75 6.33
S 13.04 18.27 5.90
C 13.67 19.89 5.91
C 15.09 20.05 5.89
C 15.62 21.29 6.16
C 14.80 22.41 6.31
C 13.42 22.26 6.24
C 12.86 21.02 6.11
As 10.92 20.72 6.28
C 10.30 22.54 6.09
C 9.55 22.89 4.99
C 8.88 24.11 4.90
C 9.01 25.03 5.92
C 9.76 24.72 7.03
C 10.39 23.48 7.12
C 10.88 20.70 8.25
C 9.66 20.96 8.88
C 9.57 20.93 10.25
C 10.67 20.63 11.04
C 11.86 20.33 10.41
C 11.96 20.37 9.02
H 15.71 19.18 5.78
H 16.67 21.48 6.15
H 15.30 23.36 6.39
H 12.82 23.15 6.32
H 9.40 22.13 4.16
H 8.29 24.33 3.99
H 8.53 25.99 5.85
H 9.83 25.41 7.84
H 10.97 23.24 8.03
H 8.79 21.17 8.31
H 8.62 21.15 10.72
H 10.58 20.56 12.11
H 12.75 20.07 10.96
H 12.91 20.15 8.57
C 6.31 16.28 6.27
S 6.89 17.90 6.90
C 7.24 17.30 8.58
O 8.22 18.20 6.30
H 6.99 15.49 6.53
H 6.22 16.36 5.19
H 5.32 16.09 6.70
H 6.30 17.26 9.15
H 7.92 17.99 9.10
H 7.78 16.36 8.68
F 11.81 17.02 8.57
As 10.97 16.22 9.90
F 9.90 17.63 10.09
F 9.83 15.58 8.69
F 10.18 15.36 11.21
F 12.03 14.87 9.64
F 12.01 16.93 11.07
C 10.06 14.73 4.83
C 10.34 13.53 4.88
C 10.55 12.22 5.46
C 10.29 10.97 4.85
C 10.35 9.80 5.54
C 10.72 9.81 6.91
C 10.99 11.04 7.51
C 10.92 12.23 6.79
H 10.08 10.97 3.80
H 10.16 8.84 5.02
H 10.92 8.85 7.43
H 11.26 10.99 8.54
H 11.08 13.19 7.24

Entry 3:
65
Properties=species:S:1:pos:R:3 method="wB97M-V/def2-TZVPD" homo_lumo_gap_ha="0.19046 / 0.24914" total_charge=+1 de_lowest_kcal_mol=20.4 s_squared=6.036 multiplicity=5
Cr 0.12 -0.29 0.32
Se -2.18 7.03 0.91
N -0.58 6.25 0.73
C -0.79 4.96 0.71
C 0.29 3.97 0.57
C 1.60 4.32 0.42
C 2.56 3.31 0.24
C 2.16 2.00 0.27
N 0.88 1.61 0.49
C -0.08 2.60 0.58
C -1.43 2.18 0.64
N -1.67 0.83 0.56
C -2.95 0.42 0.67
C -4.02 1.26 0.83
C -3.79 2.65 0.89
C -2.50 3.11 0.79
C -2.16 4.53 0.82
N -3.05 5.48 0.93
H 1.88 5.37 0.41
H 3.60 3.54 0.09
H 2.87 1.20 0.14
H -3.12 -0.65 0.61
H -5.02 0.85 0.92
H -4.60 3.35 1.00
Cl -0.27 -0.37 2.89
C 0.56 -1.54 3.98
Cl 0.90 -3.09 3.26
H -0.12 -1.66 4.81
H 1.49 -1.07 4.27
F 5.67 -2.84 1.44
C 4.48 -2.30 1.16
C 3.98 -1.31 1.99
C 2.74 -0.76 1.69
C 1.97 -1.16 0.59
C 2.54 -2.15 -0.21
C 3.78 -2.73 0.05
H 4.56 -0.99 2.84
H 2.38 0.03 2.35
H 2.02 -2.53 -1.09
H 4.20 -3.50 -0.58
N 0.64 0.41 -7.10
C 0.54 0.29 -5.97
C 0.40 0.15 -4.54
C 0.48 -1.11 -3.95
C 0.35 -1.20 -2.58
N 0.17 -0.14 -1.79
C 0.08 1.07 -2.37
C 0.19 1.25 -3.73
H 0.63 -2.00 -4.55
H 0.40 -2.17 -2.11
H -0.10 1.91 -1.72
H 0.11 2.25 -4.15
C -2.33 -3.09 1.66
As -1.19 -2.53 0.18
C -2.49 -2.38 -1.28
C -0.36 -4.24 -0.22
H -3.12 -3.73 1.26
H -2.77 -2.24 2.17
H -1.73 -3.66 2.37
H -2.23 -3.09 -2.07
H -2.49 -1.37 -1.69
H -3.48 -2.61 -0.91
H -1.14 -4.93 -0.51
H 0.15 -4.60 0.67
H 0.38 -4.15 -1.02

Entry 4:
57
Properties=species:S:1:pos:R:3 method="wB97M-V/def2-TZVPD" homo_lumo_gap_ha="0.14177 / 0.14178" total_charge=-2 s_squared=0.765 multiplicity=2
C -2.35 -0.06 -2.58
C -2.39 -0.57 -1.22
C -2.48 0.55 -0.35
H -2.40 -1.62 -0.94
C -2.52 1.73 -1.13
C -2.47 1.37 -2.49
H -2.55 2.04 -3.35
H -2.33 -0.66 -3.49
H -2.55 0.49 0.74
H -2.62 2.75 -0.76
Cu -0.46 0.12 -1.66
Br 0.71 0.03 -3.63
C 2.22 1.43 -6.50
C 1.12 2.22 -6.95
C 0.12 1.34 -7.48
H 1.05 3.31 -6.90
C 0.61 0.01 -7.35
C 1.90 0.06 -6.75
H 2.52 -0.80 -6.50
H 3.13 1.80 -6.04
H -0.83 1.64 -7.90
H 0.09 -0.90 -7.66
N 0.26 0.25 0.08
P 0.29 -0.24 1.57
C -1.07 -1.31 2.10
C -2.02 -0.91 3.06
C -3.11 -1.72 3.37
C -3.28 -2.95 2.72
C -2.34 -3.36 1.76
C -1.24 -2.55 1.46
C 1.86 -1.07 1.94
C 2.19 -2.20 1.18
C 3.44 -2.82 1.34
C 4.38 -2.28 2.22
C 4.07 -1.13 2.95
C 2.82 -0.52 2.81
C 0.21 1.20 2.66
C 0.28 1.11 4.07
C 0.20 2.28 4.84
C 0.04 3.52 4.21
C -0.04 3.60 2.81
C 0.04 2.44 2.04
H -1.91 0.04 3.59
H -3.84 -1.39 4.12
H -4.14 -3.57 2.95
H -2.47 -4.32 1.25
H -0.51 -2.89 0.73
H 1.49 -2.58 0.44
H 3.68 -3.71 0.75
H 5.35 -2.75 2.34
H 4.81 -0.69 3.64
H 2.61 0.40 3.35
H 0.39 0.15 4.57
H 0.26 2.23 5.92
H -0.02 4.43 4.80
H -0.17 4.56 2.31
H -0.02 2.48 0.95

Entry 5:
62
Properties=species:S:1:pos:R:3 method="wB97M-V/def2-TZVPD" homo_lumo_gap_ha=0.25242 total_charge=-1
N -4.33 -3.25 -0.64
C -3.37 -3.85 -1.59
C -1.95 -3.30 -1.43
C -1.69 -1.85 -1.78
O -0.82 -1.17 -1.34
Br -2.89 -1.02 -3.11
C -3.35 -5.39 -1.32
O -4.02 -6.09 -2.10
O -2.68 -5.73 -0.31
H -4.43 -3.90 0.13
H -4.00 -2.37 -0.26
H -3.72 -3.69 -2.61
H -1.26 -3.89 -2.04
H -1.64 -3.40 -0.38
F 4.13 2.02 -2.18
C 3.75 1.14 -1.22
C 2.41 0.81 -1.11
C 2.03 -0.09 -0.13
C 2.98 -0.63 0.73
C 4.32 -0.28 0.60
C 4.72 0.61 -0.39
H 1.69 1.24 -1.79
H 0.99 -0.37 -0.04
H 2.68 -1.32 1.51
H 5.06 -0.69 1.28
H 5.75 0.90 -0.51
F 4.25 0.12 3.95
C 3.80 1.36 4.22
C 3.03 2.02 3.28
C 2.56 3.29 3.58
C 2.87 3.89 4.79
C 3.65 3.21 5.72
C 4.12 1.93 5.43
H 2.79 1.54 2.34
H 1.95 3.81 2.85
H 2.51 4.88 5.01
H 3.90 3.67 6.66
H 4.73 1.38 6.14
F 5.10 8.88 -2.95
C 5.14 7.54 -3.08
C 4.81 6.75 -2.00
C 4.85 5.37 -2.15
C 5.21 4.80 -3.36
C 5.54 5.62 -4.43
C 5.50 7.00 -4.30
H 4.53 7.22 -1.06
H 4.59 4.74 -1.31
H 5.24 3.73 -3.46
H 5.82 5.18 -5.38
H 5.75 7.66 -5.13
F -7.75 -3.67 -1.63
C -8.15 -4.34 -0.54
C -7.58 -5.57 -0.26
C -8.00 -6.25 0.87
C -8.98 -5.71 1.70
C -9.53 -4.47 1.40
C -9.11 -3.77 0.27
H -6.81 -5.97 -0.91
H -7.56 -7.21 1.10
H -9.30 -6.25 2.58
H -10.29 -4.04 2.04
H -9.52 -2.80 0.02

Entry 6:
70
Properties=species:S:1:pos:R:3 method="wB97M-V/def2-TZVPD" homo_lumo_gap_ha="0.26688 / 0.24659" total_charge=+1 de_lowest_kcal_mol=10.8 s_squared=3.786 multiplicity=4
Tc 0.76 0.01 -0.44
C 3.04 3.56 3.73
C 2.25 2.51 4.15
C 2.00 1.41 3.30
C 2.57 1.42 1.99
C 3.35 2.48 1.53
C 3.60 3.53 2.44
N 2.28 0.28 1.06
N 3.07 -0.65 1.28
C 2.80 -1.79 0.52
C 3.55 -2.94 0.80
C 3.44 -3.99 -0.14
C 2.51 -3.97 -1.15
C 1.81 -2.82 -1.44
C 1.91 -1.70 -0.58
H 3.13 4.37 4.43
H 1.74 2.65 5.09
H 1.43 0.57 3.70
H 3.66 2.57 0.55
H 4.09 4.41 1.99
H 4.20 -3.02 1.65
H 3.92 -4.93 -0.03
H 2.52 -4.81 -1.87
H 1.28 -2.80 -2.38
S -3.81 -4.98 -4.20
N -3.22 -5.19 -2.70
C -2.65 -4.06 -2.35
C -1.97 -3.76 -1.12
C -1.93 -4.69 -0.08
C -1.28 -4.31 1.06
C -0.74 -3.03 1.11
N -0.69 -2.18 0.12
C -1.38 -2.49 -0.98
C -1.35 -1.53 -2.14
N -0.62 -0.44 -2.10
C -0.77 0.50 -3.09
C -1.58 0.31 -4.19
C -2.27 -0.87 -4.28
C -2.11 -1.78 -3.29
C -2.77 -3.10 -3.38
N -3.40 -3.43 -4.47
H -2.26 -5.73 -0.30
H -1.17 -4.97 1.88
H -0.29 -2.64 2.05
H -0.26 1.45 -2.93
H -1.67 1.13 -4.91
H -2.91 -1.09 -5.16
C -1.87 2.20 4.02
C -1.46 3.48 3.26
O -0.52 3.28 2.24
P -0.90 2.30 1.03
S 0.46 2.50 -0.46
S -0.97 0.30 1.48
O -2.39 2.67 0.69
C -2.75 3.92 0.01
C -2.77 3.64 -1.52
H -2.30 2.59 4.92
H -0.92 1.77 4.38
H -2.47 1.47 3.50
H -0.91 4.12 3.96
H -2.30 4.07 2.90
H -2.05 4.75 0.37
H -3.73 4.18 0.41
H -1.77 3.37 -1.87
H -3.08 4.60 -1.97
H -3.42 2.81 -1.81
Cl 2.61 -0.73 -3.94
Ge 2.51 0.46 -2.15
Cl 2.63 2.49 -2.86
Cl 4.53 0.32 -1.30

Entry 7:
67
Properties=species:S:1:pos:R:3 method="wB97M-V/def2-TZVPD" homo_lumo_gap_ha="0.24972 / 0.22556" total_charge=+1 de_lowest_kcal_mol=0.0 s_squared=0.761 multiplicity=2
Re -0.07 0.79 0.76
Cl -3.35 -4.08 4.22
C -2.09 -3.22 3.42
C -2.22 -1.84 3.27
C -1.22 -1.16 2.61
N -1.15 0.22 2.37
C -1.56 1.12 3.31
O -2.24 0.89 4.28
C -1.07 2.50 3.00
C -1.44 3.57 3.79
C -1.00 4.83 3.43
C -0.23 4.97 2.29
C 0.10 3.85 1.55
N -0.29 2.62 1.92
C -0.09 -1.82 2.12
C 0.05 -3.19 2.29
C -0.97 -3.88 2.93
Cl -0.80 -5.59 3.11
N 0.80 -0.92 1.51
C 2.10 -1.24 1.24
O 2.64 -2.32 1.38
C 2.85 -0.03 0.80
C 4.22 -0.07 0.62
C 4.88 1.10 0.30
C 4.14 2.27 0.17
C 2.77 2.22 0.36
N 2.12 1.09 0.66
H -3.08 -1.33 3.66
H -2.06 3.38 4.64
H -1.26 5.70 4.03
H 0.10 5.94 1.95
H 0.65 3.95 0.63
H 0.92 -3.71 1.94
H 4.72 -1.02 0.77
H 5.95 1.11 0.16
H 4.60 3.21 -0.06
H 2.19 3.12 0.26
Cl 0.28 2.09 -1.50
C -1.20 1.79 -2.41
C -1.15 1.97 -3.78
C -2.31 1.76 -4.50
C -3.48 1.38 -3.84
C -3.48 1.21 -2.47
Cl -4.95 0.74 -1.69
C -2.32 1.41 -1.70
S -2.35 1.21 0.05
H -0.23 2.27 -4.26
H -2.31 1.88 -5.57
H -4.39 1.21 -4.39
C 1.97 -2.53 -3.08
C 0.67 -2.42 -2.29
C -0.53 -2.31 -3.24
C 0.52 -3.63 -1.37
N 0.84 -1.21 -1.46
N -0.34 -0.82 -0.74
H 1.96 -3.42 -3.70
H 2.82 -2.58 -2.40
H 2.10 -1.67 -3.74
H -0.55 -3.16 -3.92
H -0.46 -1.40 -3.85
H -1.48 -2.30 -2.71
H 0.51 -4.55 -1.96
H -0.41 -3.61 -0.80
H 1.36 -3.67 -0.67
H 1.07 -0.43 -2.06
H -0.63 -1.63 -0.19
H -1.12 -0.63 -1.38

Total energy / Eh: -7722.8448, -7186.7337, -8112.2417, -5692.4861, -4336.0011, -6635.2191, -3878.1469